# 1
ORCA calculation (ωB97M-V/def2-TZVPD) on a molecular structure, C48H48As2FN6NaO6S.

ΔE to the lowest compared entry with this formula, charge and spin = 0.000 eV
net charge = -2
frontier orbital gap = 0.1865 hartree

Last column: Löwdin charge in e.
Element x y z (Å)
Na: -0.41593 -0.55542 -0.00392  0.1164
O: -2.87932 2.72984 2.15370  0.0319
C: -2.42475 2.01107 1.26902  -0.4567
N: -1.19161 2.08092 0.72927  0.1503
C: -0.76021 3.16438 0.10722  -0.5068
O: -1.44217 4.05709 -0.42561  -0.0233
C: 0.75154 3.28243 -0.07851  -0.2040
C: 1.21027 4.15409 -1.06761  -0.0240
C: 2.56782 4.27339 -1.28738  -0.0830
C: 3.43695 3.52718 -0.50245  -0.0925
C: 2.88699 2.70511 0.46666  -0.1714
N: 1.58139 2.57488 0.68324  0.1406
C: -3.30514 0.87573 0.75999  -0.1830
C: -4.49696 0.58222 1.41345  -0.0017
C: -5.33098 -0.37821 0.87402  -0.0620
C: -4.95359 -1.01206 -0.30037  -0.0763
C: -3.73459 -0.67614 -0.86365  -0.1317
N: -2.92816 0.24917 -0.35120  0.1309
H: 0.47287 4.69704 -1.64121  0.1064
H: 2.94752 4.93105 -2.06160  0.0936
H: 4.51080 3.57516 -0.63505  0.0906
H: 3.53617 2.10217 1.09376  0.0809
H: -4.73158 1.11789 2.32202  0.1103
H: -6.25786 -0.64356 1.36873  0.1017
H: -5.56573 -1.78359 -0.74995  0.0938
H: -3.37505 -1.18639 -1.75371  0.1082
C: 2.43739 -3.47425 -0.10283  -0.3006
As: 1.36118 -2.64165 1.33475  1.1949
C: 0.70358 -4.31245 2.12903  -0.3026
C: 2.84925 -2.41841 2.64955  -0.4333
C: 3.87526 -3.36091 2.74141  -0.1327
C: 4.93524 -3.19778 3.61897  -0.1077
C: 4.98354 -2.07347 4.43368  -0.1111
C: 3.96810 -1.13285 4.36047  -0.1289
C: 2.89666 -1.28752 3.47831  -0.4342
As: 1.44687 0.06116 3.37734  1.1591
C: 2.48478 1.63627 3.95184  -0.3445
C: 0.70256 -0.35394 5.15952  -0.3300
H: 2.46449 -4.56059 -0.00253  0.0174
H: 3.45494 -3.08391 -0.08690  0.0011
H: 1.97597 -3.20175 -1.05106  0.0033
H: 1.50564 -5.05060 2.19085  0.0097
H: -0.11731 -4.68104 1.51571  0.0119
H: 0.30759 -4.10153 3.12144  0.0187
H: 3.85221 -4.23685 2.10142  0.0887
H: 5.72251 -3.94192 3.66558  0.0907
H: 5.80782 -1.93107 5.12351  0.0897
H: 4.01447 -0.26066 5.00301  0.0811
H: 2.76752 1.58774 5.00464  0.0040
H: 1.85941 2.51221 3.78248  0.0149
H: 3.38151 1.73347 3.34128  0.0021
H: 1.43224 -0.14871 5.94481  0.0088
H: 0.42252 -1.40607 5.19212  0.0126
H: -0.19332 0.24708 5.31579  0.0189
C: -0.58060 0.88850 -4.00695  -0.0467
C: 0.51314 0.44080 -4.72394  -0.0639
C: 1.71454 0.25470 -4.06181  -0.0185
C: 1.76334 0.50225 -2.69465  -0.2235
N: 0.70613 0.90370 -1.99892  0.1469
C: -0.43862 1.09966 -2.64358  -0.1055
C: 3.03067 0.30674 -1.93556  -0.2117
C: 4.23854 0.75480 -2.47117  -0.0319
C: 5.40274 0.58005 -1.74640  -0.0849
C: 5.32810 -0.03805 -0.50860  -0.0678
C: 4.08149 -0.44692 -0.05729  -0.1488
N: 2.95515 -0.28449 -0.74423  0.1628
H: -1.53936 1.04235 -4.48231  0.0890
H: 0.42962 0.21744 -5.78023  0.1029
H: 2.58705 -0.12070 -4.58094  0.1074
H: -1.27633 1.41996 -2.03027  0.0995
H: 4.24601 1.25911 -3.42849  0.1091
H: 6.35142 0.93072 -2.13556  0.0982
H: 6.20739 -0.20205 0.10075  0.0973
H: 3.98492 -0.93144 0.90859  0.0863
F: -4.85229 -3.55262 4.49220  -0.0180
C: -3.92550 -3.18923 3.54031  -0.3180
C: -2.84121 -2.42536 3.91227  -0.0588
C: -1.91694 -2.08384 2.92097  -0.1891
C: -2.00633 -2.43801 1.56220  -0.1413
C: -3.15256 -3.20791 1.28957  -0.1804
C: -4.10278 -3.59989 2.23811  -0.0631
H: -2.73149 -2.10841 4.94499  0.0951
H: -1.06728 -1.48343 3.24781  0.0216
H: -3.34235 -3.54602 0.26786  0.0578
H: -4.96820 -4.20193 1.97728  0.0969
C: -5.97733 0.50805 -3.50987  -0.0463
C: -5.41929 -0.86315 -3.77584  -0.2888
C: -6.10338 -2.00867 -3.39084  -0.0634
C: -5.55712 -3.26986 -3.59759  -0.0551
C: -4.32078 -3.38533 -4.20756  -0.2822
C: -3.61566 -2.25218 -4.60005  -0.0415
C: -4.17183 -1.00526 -4.38437  -0.0397
S: -3.58126 -4.98655 -4.43521  0.6006
O: -4.49665 -5.94172 -3.86379  -0.3153
O: -3.20884 -5.09263 -5.82127  -0.3108
N: -2.22326 -4.96292 -3.56769  -0.1391
C: -2.36280 -4.66804 -2.12996  -0.2182
C: -1.08139 -4.04480 -1.58314  -0.0919
C: -0.56010 -2.80317 -2.33717  -0.6360
O: -0.57703 -2.81257 -3.59926  -0.0552
O: -0.16943 -1.86445 -1.61571  -0.0952
H: -6.96596 0.45003 -3.05463  0.0728
H: -6.05763 1.08467 -4.43365  0.0758
H: -5.32679 1.06026 -2.82899  0.0820
H: -7.06615 -1.91495 -2.90094  0.1086
H: -6.07212 -4.16726 -3.28209  0.1080
H: -2.62375 -2.34848 -5.02224  0.1113
H: -3.61780 -0.11791 -4.66667  0.1039
H: -1.54589 -4.26184 -3.95232  0.0793
H: -2.59688 -5.59274 -1.60165  0.1147
H: -3.19525 -3.97520 -1.95291  0.0969
H: -0.27485 -4.78663 -1.58416  0.1181
H: -1.24919 -3.73372 -0.54881  0.0664

---

# 2
ORCA calculation (ωB97M-V/def2-TZVPD) on a molecular structure, C48H48AsN4O5PRb in a non-equilibrium geometry.

ΔE to the lowest compared entry with this formula, charge and spin = 0.603 eV
net charge = -1
frontier orbital gap = 0.1985 hartree

Last column: Löwdin charge in e.
Element x y z (Å)
Rb: 0.70423 -0.44156 -1.22176  0.7732
O: -4.03000 1.57834 -4.63957  0.0978
C: -4.12850 0.26667 -4.81020  -0.5241
O: -4.94501 -0.25131 -5.54470  0.0503
C: -3.14072 -0.50217 -4.04572  -0.0707
C: -2.99378 -1.88054 -4.04820  -0.0014
N: -1.99116 -2.15691 -3.19767  0.0247
N: -1.49917 -1.04965 -2.63935  -0.0076
C: -2.17348 -0.03903 -3.14355  -0.1602
C: -1.85657 1.36770 -2.70451  -0.5198
O: -2.61867 2.25416 -3.17134  0.0931
O: -0.88042 1.50174 -1.92534  -0.2158
H: -3.27183 1.78187 -4.01342  -0.1379
H: -3.53519 -2.63366 -4.59418  0.1297
H: -1.55531 -3.04335 -2.87851  0.0985
O: 1.04727 -2.93160 -2.32134  -0.2207
C: 0.19519 -3.61132 -1.73183  -0.2896
C: 0.56761 -4.25491 -0.41459  -0.2644
C: 1.36477 -5.40460 -0.43129  -0.0621
C: 1.55820 -6.16602 0.70813  -0.0996
C: 0.95078 -5.80075 1.90282  -0.1053
C: 0.15595 -4.66226 1.94278  -0.0941
C: -0.04868 -3.88995 0.80316  -0.3461
P: -1.02530 -2.33892 0.81774  1.0563
C: -1.45127 -2.11143 2.58271  -0.3769
C: -2.67852 -2.46115 3.14021  -0.0772
C: -2.96038 -2.16513 4.46798  -0.0857
C: -2.01875 -1.52377 5.25764  -0.0957
C: -0.79072 -1.17130 4.71231  -0.0876
C: -0.51664 -1.45246 3.38434  -0.1073
C: -2.63259 -2.84163 0.10291  -0.3864
C: -3.50033 -1.82562 -0.29577  -0.1106
C: -4.72131 -2.12532 -0.88001  -0.0765
C: -5.08294 -3.45029 -1.08052  -0.0909
C: -4.22367 -4.46826 -0.69047  -0.0840
C: -3.00484 -4.16676 -0.09974  -0.0828
H: 1.83504 -5.69198 -1.36596  0.1104
H: 2.19095 -7.04559 0.66809  0.0947
H: 1.09095 -6.39570 2.79679  0.0912
H: -0.30723 -4.36887 2.87770  0.0964
H: -3.42093 -2.96218 2.53163  0.1026
H: -3.92251 -2.43799 4.88430  0.0995
H: -2.24217 -1.29072 6.29128  0.0968
H: -0.05116 -0.66157 5.31830  0.0952
H: 0.43186 -1.14409 2.95577  0.0879
H: -3.20288 -0.78848 -0.18584  0.0858
H: -5.37208 -1.32441 -1.20757  0.1095
H: -6.02663 -3.68728 -1.55611  0.0991
H: -4.49638 -5.50304 -0.85895  0.0983
H: -2.32620 -4.96311 0.18090  0.1068
C: 3.75754 -2.23980 -0.39776  -0.0848
N: 3.36185 -0.86955 -0.12631  -0.3369
C: 3.12874 -0.68026 1.29115  -0.1056
C: 4.28708 0.11522 -0.65585  -0.2025
C: 4.34418 0.12831 -2.18241  -0.2009
N: 3.04462 0.35949 -2.78554  -0.3362
C: 2.71369 1.76573 -2.91254  -0.1041
C: 2.83833 -0.35341 -4.03039  -0.0964
H: 4.72352 -2.49161 0.07762  0.0935
H: 3.82102 -2.42333 -1.46806  0.0778
H: 2.99786 -2.91943 -0.01184  0.0766
H: 4.04081 -0.83261 1.89556  0.0942
H: 2.38072 -1.40085 1.63192  0.0731
H: 2.75916 0.32918 1.48542  0.0610
H: 5.31179 -0.04609 -0.26834  0.1248
H: 3.96401 1.09745 -0.29483  0.1073
H: 4.72492 -0.83066 -2.53654  0.1081
H: 5.08262 0.88634 -2.49524  0.1232
H: 3.25827 2.24545 -3.74424  0.0931
H: 2.96708 2.29561 -1.99232  0.0599
H: 1.64158 1.89829 -3.07450  0.0805
H: 3.49336 0.00871 -4.84226  0.0884
H: 1.80346 -0.22500 -4.35453  0.0918
H: 3.00078 -1.42087 -3.88133  0.0825
C: 3.06421 2.99297 4.52310  -0.1020
C: 3.55722 3.64939 3.40666  -0.0955
C: 2.86020 3.61206 2.20516  -0.1075
C: 1.65037 2.93157 2.09552  -0.3730
C: 1.16835 2.27228 3.22865  -0.1203
C: 1.86427 2.30301 4.42748  -0.0879
As: 0.71301 2.57909 0.38766  1.3347
C: 0.76995 4.28306 -0.56261  -0.3655
C: 1.97351 4.89304 -0.91069  -0.1331
C: 1.99075 6.03362 -1.70128  -0.0968
C: 0.80280 6.56142 -2.18385  -0.0980
C: -0.39618 5.93016 -1.88782  -0.0729
C: -0.41394 4.79702 -1.08847  -0.0966
C: -1.06748 2.68159 1.16127  -0.4091
C: -1.88213 1.56134 1.07156  -0.1116
C: -3.11249 1.53002 1.71559  -0.0676
C: -3.53995 2.63395 2.43671  -0.0852
C: -2.73704 3.76581 2.51695  -0.0835
C: -1.50246 3.78626 1.88767  -0.1102
H: 3.60948 3.01738 5.45827  0.0962
H: 4.49189 4.19417 3.46554  0.0982
H: 3.27414 4.13668 1.35644  0.0738
H: 0.23066 1.72887 3.17958  0.0934
H: 1.46253 1.78708 5.29163  0.0960
H: 2.91831 4.47107 -0.59298  0.0781
H: 2.93635 6.49811 -1.95363  0.0975
H: 0.81425 7.44497 -2.80998  0.0968
H: -1.32571 6.30615 -2.29585  0.1059
H: -1.35205 4.28890 -0.90708  0.1025
H: -1.54323 0.71497 0.48891  0.0517
H: -3.73354 0.64410 1.65387  0.0975
H: -4.50049 2.61604 2.93676  0.0990
H: -3.07196 4.63053 3.07683  0.0986
H: -0.86948 4.66311 1.96609  0.1112